{
  "formula": "C2H6NO2PS",
  "method": "ωB97M-V/def2-TZVPD",
  "multiplicity": 1,
  "homo_energy_ev": [-8.64, -8.64],
  "de_lowest_kcal_mol": 51.74,
  "e_tot_ev": -27879.6866,
  "smiles": "C/C=N/P(O)(O)=S",
  "species": ["C", "C", "N", "P", "O", "O", "S", "H", "H", "H", "H", "H", "H"],
  "coordinates": [[-2.4236, 0.4252, -0.3214], [-1.1270, 0.8644, 0.0366], [0.0180, -0.2471, -0.1656], [1.6138, -0.1145, 0.2463], [2.3280, -1.4368, -0.4308], [1.6734, -0.7848, 1.6923], [2.5838, 1.5596, 0.0880], [-3.0417, 0.1758, 0.4768], [-3.0488, 1.1525, -0.9595], [-2.5050, -0.4999, -0.8814], [-0.7979, 1.9348, 0.1216], [2.6434, -1.3519, -1.3310], [2.0834, -1.6773, 1.4281]],
  "atomic_forces_ev_per_a": [[-2.4510, 0.4714, -2.8670], [8.6210, -4.3816, -1.9434], [-6.6833, 5.1866, 0.8240], [0.9526, 0.6802, 0.2989], [-0.6131, 0.6271, -0.2903], [0.7648, -1.8184, -0.3120], [-0.5555, -0.5380, -0.2439], [-1.0740, 0.0405, 2.0766], [1.1848, -0.5095, 1.1356], [0.9361, -0.2570, -0.1956], [-0.3099, -1.2249, 0.4716], [0.0567, 0.2377, -0.2485], [-0.8291, 1.4860, 1.2940]]
}



{
  "formula": "C2H6NO2S",
  "method": "ωB97M-V/def2-TZVPD",
  "multiplicity": 1,
  "homo_energy_ev": -3.56,
  "charge": -1,
  "de_lowest_kcal_mol": 4.21,
  "e_tot_ev": -18594.0553,
  "species": ["C", "S", "H", "H", "H", "N", "C", "O", "O", "H", "H", "H"],
  "coordinates": [[-0.8353, -2.1205, 0.8840], [-1.5943, -0.7445, -0.0383], [-1.5364, -2.5879, 1.5854], [-0.4552, -2.8642, 0.1686], [0.0466, -1.7338, 1.4084], [0.8673, 1.0746, -1.3320], [0.9093, 1.8986, -0.2494], [0.1004, 1.5670, 0.7927], [1.5599, 2.9668, -0.2411], [0.2114, 0.2718, -1.3622], [1.3057, 1.4821, -2.1559], [-0.5794, 0.7900, 0.5398]],
  "atomic_forces_ev_per_a": [[0.5215, 0.1693, -0.3538], [-0.4300, -0.0702, -0.2367], [0.2147, 0.0771, -0.1119], [-0.2420, -0.0329, 0.2882], [-0.2098, -0.2075, 0.2221], [0.2188, -0.1900, -0.3240], [-0.7892, 1.8567, 0.9559], [0.5460, -0.1986, -1.1513], [-0.6868, -1.9893, 0.0078], [0.3928, 0.6806, 0.0990], [-0.3570, -0.5093, 0.4156], [0.8209, 0.4141, 0.1890]]
}



{
  "formula": "C2H6NO3",
  "method": "ωB97M-V/def2-TZVPD",
  "multiplicity": 1,
  "homo_energy_ev": -3.32,
  "charge": -1,
  "de_lowest_kcal_mol": 42.48,
  "e_tot_ev": -9804.3584,
  "species": ["O", "C", "N", "C", "O", "H", "H", "H", "H", "H", "H", "O"],
  "coordinates": [[-1.2512, -1.4101, 0.4400], [-0.0668, -1.1469, 0.2193], [0.4030, -0.0059, -0.2886], [1.9083, 0.4427, -0.1477], [2.6968, -0.4756, 0.2904], [0.7448, -1.8679, 0.4163], [-0.1071, 0.5345, -0.9684], [1.7873, 1.3491, 0.5060], [2.0792, 0.8544, -1.1753], [-2.1527, 1.0696, 0.3691], [-3.0097, -0.1462, 0.2605], [-3.0317, 0.8023, 0.0785]],
  "atomic_forces_ev_per_a": [[-0.4263, -0.4023, -0.2218], [0.4001, 0.2517, -0.1619], [0.6749, 0.0416, -0.1516], [-0.5104, 0.0573, 0.0024], [0.2263, -0.2485, -0.0130], [-0.0882, 0.2628, 0.4064], [-0.6546, 0.0288, 0.3648], [0.0470, -0.0319, 0.0218], [0.2415, -0.0434, -0.1841], [0.0245, -0.1065, -0.0495], [0.3467, -0.0694, -0.1202], [-0.2814, 0.2598, 0.1068]]
}



{
  "formula": "C2H6NO3",
  "method": "ωB97M-V/def2-TZVPD",
  "multiplicity": 2,
  "homo_energy_ev": [-8.66, -8.66],
  "de_lowest_kcal_mol": 61.98,
  "e_tot_ev": -9799.2973,
  "s_squared": 0.755,
  "species": ["O", "C", "N", "C", "O", "H", "H", "H", "H", "H", "H", "O"],
  "coordinates": [[1.6835, 0.0897, 0.0481], [0.5413, 0.4975, -0.1509], [-0.5847, -0.0341, 0.2805], [-2.2792, 0.7110, 0.3361], [-3.0728, 0.2898, 1.2248], [0.2978, 1.4542, -0.7317], [-0.6035, -0.8972, 0.8417], [-1.8946, 1.7373, 0.5691], [-2.5213, 0.4648, -0.7436], [2.3028, -0.9673, 0.0153], [3.2418, -1.4359, -1.2235], [2.8890, -1.9099, -0.4660]],
  "atomic_forces_ev_per_a": [[-0.9286, 2.3734, 0.0825], [-0.9653, 1.1956, -0.2361], [-3.2205, -0.7080, 1.2725], [3.4146, -0.3599, -1.4943], [0.1674, -0.4271, 0.1093], [0.8629, -0.8971, 0.4933], [0.5745, 0.5363, -0.3978], [-0.6350, -0.2709, -0.4623], [-0.1844, 0.6206, 1.0638], [2.0384, -4.0079, -1.6220], [0.2330, -0.2239, -0.1904], [-1.3569, 2.1691, 1.3815]]
}